{
  "formula": "C6H16N2",
  "method": "wB97M-V/def2-TZVPD",
  "elements": ["C", "N", "C", "C", "C", "N", "C", "C", "H", "H", "H", "H", "H", "H", "H", "H", "H", "H", "H", "H", "H", "H", "H", "H"],
  "coordinates": [[-0.601658, -1.413021, -2.273880], [-1.452986, -1.262511, -1.026066], [-1.318230, 0.055439, -0.394933], [-0.421232, 0.096362, 0.864420], [-0.844884, 1.239287, 1.698759], [0.956460, 0.232027, 0.321607], [2.040604, -0.604709, 0.873279], [1.417544, 1.541513, -0.006080], [-1.201381, -1.755313, -3.140228], [0.222155, -2.045644, -1.960976], [-0.301718, -0.411089, -2.563518], [-1.353079, -2.152263, -0.566211], [-0.951753, 0.802685, -1.095630], [-2.363786, 0.382981, -0.228788], [-0.354349, -0.869609, 1.386072], [-1.836120, 1.167840, 2.171396], [-0.145614, 1.679910, 2.429075], [-1.189271, 2.098179, 1.120281], [2.399467, -0.277980, 1.863796], [1.629960, -1.578973, 1.128028], [2.709648, -0.648642, 0.016711], [1.588708, 2.248741, 0.851861], [0.765896, 2.108838, -0.654745], [2.427821, 1.576893, -0.420612]],
  "atomic_forces_ev_per_a": [[-1.53, 0.50, 1.03], [0.87, 0.45, -2.91], [-1.51, -1.48, 1.01], [1.16, -0.12, -1.51], [-1.37, 2.12, 1.47], [0.48, -0.52, 0.26], [-1.85, 0.45, 0.03], [0.72, 1.53, 1.03], [0.41, -0.46, 0.56], [0.43, -0.05, -0.92], [0.59, -0.07, 0.04], [-0.10, 0.66, 1.16], [0.29, -0.29, -0.18], [0.42, 0.08, 0.67], [-0.71, 0.30, -0.02], [0.39, -1.09, 0.51], [-0.08, -0.65, -0.20], [0.81, 0.21, -0.85], [0.68, 0.47, -0.50], [-0.01, -0.36, -0.54], [0.84, -0.32, 0.75], [-0.44, -0.55, 0.06], [-0.35, -0.15, -0.45], [-0.16, -0.66, -0.51]],
  "smiles": "CNC[C@H](C)N(C)C",
  "homo_energy_ha": -0.289,
  "total_energy_ev": -9459.634
}

=====

{
  "formula": "C6H16N2",
  "method": "wB97M-V/def2-TZVPD",
  "elements": ["C", "C", "C", "C", "C", "N", "N", "C", "H", "H", "H", "H", "H", "H", "H", "H", "H", "H", "H", "H", "H", "H", "H", "H"],
  "coordinates": [[3.144554, 0.151403, 0.119074], [1.739296, -0.453208, 0.511319], [0.664567, 0.562377, 0.219310], [-0.755579, 0.020104, 0.419811], [-1.739743, 1.199102, 0.763099], [-3.127690, 0.886188, 0.620913], [-1.378968, -0.724255, -0.685511], [-0.532636, -1.375529, -1.670225], [3.873414, -0.649717, 0.198250], [3.509934, 0.894010, 0.836573], [3.117543, 0.535199, -0.883952], [1.752130, -1.385557, -0.057674], [1.786783, -0.710154, 1.566728], [0.616104, 0.927361, -0.805586], [0.804094, 1.364714, 0.953211], [-0.762526, -0.593010, 1.348260], [-1.360921, 2.001516, 0.116067], [-1.531444, 1.549529, 1.789731], [-3.279574, -0.063353, 0.284850], [-3.608930, 0.854009, 1.509190], [-2.079085, -0.236149, -1.214206], [-0.172442, -2.340767, -1.319421], [0.344249, -0.804819, -1.988552], [-1.023129, -1.608992, -2.631258]],
  "atomic_forces_ev_per_a": [[-0.52, -0.77, 1.40], [2.41, 0.62, -0.94], [-1.47, -0.82, 0.30], [-1.48, 0.31, 1.34], [2.06, -0.25, 0.23], [-1.28, -0.57, -0.01], [0.53, -0.54, -0.73], [0.56, -0.58, -0.46], [0.22, -0.14, -0.31], [-0.35, 0.26, -0.28], [0.12, 0.27, -0.41], [-0.87, 0.04, 0.03], [-0.31, -0.04, 0.13], [0.81, 0.39, -0.03], [-0.05, 0.24, -0.42], [0.12, -0.27, -0.60], [-0.74, 0.28, -0.21], [0.04, -0.20, -0.33], [0.31, 0.25, -0.21], [0.12, 0.44, 0.15], [-0.06, 0.73, 0.32], [0.14, -0.10, 0.23], [0.13, 0.16, 0.19], [-0.46, 0.28, 0.62]],
  "smiles": "CCC[C@@H](CN)NC",
  "homo_energy_ha": -0.313,
  "total_energy_ev": -9460.786
}

=====

{
  "formula": "C6H16N2",
  "method": "wB97M-V/def2-TZVPD",
  "elements": ["H", "N", "C", "N", "C", "H", "H", "H", "H", "H", "C", "C", "C", "C", "H", "H", "H", "H", "H", "H", "H", "H", "H", "H"],
  "coordinates": [[-1.230987, -2.472026, -0.169514], [-1.298098, -2.059255, -1.056029], [-0.255227, -1.442774, -1.452350], [-0.120386, -0.717906, -2.595898], [1.221545, -0.334688, -3.031800], [0.629384, -1.359834, -0.812264], [-0.843581, -0.854291, -3.301614], [1.256385, 0.595708, -3.629514], [1.812475, -0.135380, -2.156785], [1.752833, -1.082601, -3.626073], [1.925385, 1.583106, 1.955133], [0.419892, 1.612928, 2.285858], [-0.503405, 0.688111, 1.398852], [-1.772602, 0.285060, 2.111290], [2.303051, 0.549338, 1.930292], [2.574641, 2.140026, 2.666190], [2.052346, 2.118133, 1.005808], [0.072985, 2.632912, 2.181453], [0.301926, 1.330031, 3.348010], [-0.750222, 1.227454, 0.508286], [0.201297, -0.152831, 1.050583], [-2.451793, -0.333344, 1.425739], [-2.325395, 1.142635, 2.443371], [-1.639498, -0.256264, 3.097625]],
  "atomic_forces_ev_per_a": [[0.49, -0.49, 1.37], [-0.32, 0.91, -2.45], [-0.12, -0.19, 1.35], [0.02, -0.06, -0.76], [-0.18, 0.39, -0.58], [0.15, -0.06, -0.14], [0.34, 0.07, 0.35], [-0.49, -0.39, 0.33], [0.28, 0.04, 0.45], [-0.19, -0.25, 0.06], [-0.13, 0.38, -0.03], [-0.07, -0.65, 0.41], [2.62, -0.39, 0.75], [-0.77, -1.92, 0.19], [-0.07, 0.35, -0.30], [-0.70, -0.32, -0.14], [0.29, -0.55, -0.12], [-0.17, 0.33, 0.17], [-0.14, 0.07, -0.37], [-0.20, 0.31, -0.70], [-1.46, 0.72, 0.63], [0.91, 0.79, 1.05], [-0.37, 0.76, -0.24], [0.28, 0.15, -1.28]],
  "smiles": "[H]/N=C/NC.CCCC",
  "homo_energy_ha": -0.329,
  "total_energy_ev": -9460.973
}

=====

{
  "formula": "C6H16N2O",
  "method": "wB97M-V/def2-TZVPD",
  "elements": ["C", "C", "C", "N", "C", "C", "N", "C", "H", "H", "H", "H", "H", "H", "H", "H", "H", "H", "H", "H", "H", "H", "H", "O", "H"],
  "coordinates": [[1.537403, 1.930003, -1.606440], [1.050534, 0.906064, -0.535210], [0.765801, 1.473659, 0.920980], [-0.349251, 0.649461, 1.536241], [-0.452872, -0.514205, 0.603547], [-1.536107, -1.622559, 0.846699], [-0.991088, -2.661331, 1.754888], [-0.357772, 0.198864, -0.771069], [0.733998, 2.030942, -2.355123], [2.419566, 1.483980, -2.093569], [1.774963, 2.891004, -1.116881], [1.744318, 0.046950, -0.508438], [1.633120, 1.507556, 1.604828], [0.354742, 2.490621, 0.803139], [-0.187576, 0.276136, 2.471818], [-1.219153, 1.179363, 1.575928], [0.508861, -1.041749, 0.770848], [-1.662704, -2.129431, -0.127079], [-2.488432, -1.240137, 1.248981], [-0.772180, -2.256870, 2.657845], [-0.168082, -3.082514, 1.345161], [-0.480542, -0.419895, -1.693956], [-1.020548, 1.100239, -0.826411], [-0.481246, -1.184320, -3.498543], [-0.355753, -2.011830, -3.008183]],
  "atomic_forces_ev_per_a": [[-0.54, -0.72, 0.78], [-1.05, -1.20, 0.22], [0.90, 1.03, -0.70], [-0.09, -0.71, 0.36], [-0.68, -0.85, -1.98], [1.32, -0.04, 0.27], [-0.89, 0.62, -0.07], [0.96, 1.34, 0.94], [0.47, 0.20, 0.23], [-0.37, 0.54, 0.11], [0.03, -0.29, -0.51], [0.07, 0.62, 0.29], [-0.50, -0.10, -0.30], [0.32, -0.35, 0.17], [0.36, 0.48, 0.09], [0.02, -0.07, -0.19], [-0.43, 0.26, -0.22], [-0.33, 0.59, 0.36], [0.28, -0.16, -0.35], [0.15, -0.30, 0.04], [0.04, -0.01, 0.13], [0.26, -0.04, -0.39], [-0.34, -0.93, 0.03], [0.06, 0.12, 1.06], [0.00, -0.03, -0.35]],
  "homo_energy_ha": -0.205,
  "total_energy_ev": -11504.734
}

=====

{
  "formula": "C6H16N2O",
  "method": "wB97M-V/def2-TZVPD",
  "elements": ["C", "C", "C", "N", "N", "H", "H", "H", "H", "H", "H", "H", "H", "H", "H", "C", "C", "C", "O", "H", "H", "H", "H", "H", "H"],
  "coordinates": [[0.253653, 0.539020, -0.257862], [0.904382, 2.847297, -1.167361], [-0.638748, 1.027622, 0.843297], [-0.441935, 0.088110, -1.312573], [-0.165455, 2.907112, -2.107870], [1.084428, 1.610330, -0.656088], [0.073302, -0.222840, -2.122510], [-1.332478, 0.530695, -1.563564], [0.125953, 2.860880, -3.072666], [-0.802655, 3.678852, -1.968163], [0.729031, 3.467118, -0.291174], [1.884950, 3.053856, -1.599841], [-0.088078, 1.684989, 1.515277], [-0.984040, 0.177354, 1.434765], [-1.520195, 1.575407, 0.469193], [-0.903111, -3.082123, 0.541649], [1.238090, -2.130950, 1.556459], [-0.196594, -2.538542, 1.764687], [-0.772129, -2.380976, 2.819194], [1.248439, -1.246624, 0.900626], [1.704075, -1.890071, 2.509227], [-0.851178, -2.344765, -0.261536], [-0.405646, -3.988861, 0.193176], [-1.943511, -3.299459, 0.773874], [1.799449, -2.923432, 1.059782]],
  "atomic_forces_ev_per_a": [[-0.22, -1.15, -0.07], [0.42, -1.55, 0.83], [0.04, 0.57, -0.28], [0.05, 0.66, 0.08], [-0.31, -0.03, -0.05], [-0.09, 1.94, -0.84], [0.02, -0.03, 0.09], [0.01, -0.20, 0.14], [-0.02, 0.09, 0.09], [0.12, -0.11, -0.08], [-0.01, 0.08, -0.07], [0.02, 0.00, 0.07], [-0.02, -0.02, 0.04], [0.00, -0.06, -0.09], [-0.06, -0.10, 0.07], [-0.09, -0.04, 0.15], [-0.01, -0.02, 0.11], [-0.06, 0.14, -0.09], [0.08, -0.07, -0.13], [0.07, -0.15, 0.09], [-0.02, 0.03, 0.00], [0.04, 0.00, 0.00], [0.02, 0.00, -0.02], [0.02, -0.01, 0.02], [0.00, 0.00, -0.06]],
  "homo_energy_ha": -0.269,
  "total_energy_ev": -11506.037
}

=====

Question: What is the formula in the first record?
Answer: C6H16N2